[1]
The following is a DFT calculation (the ωB97M-V functional and the def2-TZVPD basis) of a 2-piece molecular cluster, C6H13NO overall.

```
21
Properties=species:S:1:pos:R:3:forces:R:3
C 0.17868 0.55522 0.99528 2.3 1.7 0.0
C -1.54223 -1.72093 0.06112 0.2 0.4 0.7
C 1.49046 0.45564 1.77045 0.0 0.1 0.1
C -1.21095 -0.39544 -0.56225 -1.5 -0.3 -3.3
C -2.14645 0.48803 -1.01335 1.2 -1.0 1.0
H -0.15007 1.59868 0.93292 0.1 0.1 0.1
H -0.58009 0.11892 1.65003 -0.2 -0.7 -0.7
H -0.68005 -2.13087 0.59159 0.0 0.0 -0.1
H -2.34306 -1.58450 0.79071 0.0 -0.1 -0.1
H -1.87330 -2.42456 -0.70681 0.1 0.1 0.0
H 1.37554 0.76061 2.81840 0.0 0.0 -0.1
H 2.27277 1.08800 1.34032 0.0 -0.1 0.0
H 1.85279 -0.57848 1.78042 0.1 0.1 0.0
H -1.88189 1.25947 -1.72446 0.0 0.0 0.0
H -3.15776 0.45920 -0.62986 0.1 0.1 0.1
N 2.12313 0.26616 -1.37633 -0.6 0.2 0.7
C 0.82700 0.48496 -0.97900 -1.1 -0.1 2.5
O -0.01239 -0.49645 -1.35449 -1.2 -0.5 -0.3
H 2.42068 -0.69956 -1.39896 0.2 0.4 -0.3
H 2.57771 0.99449 -1.90581 0.2 -0.4 0.2
H 0.45948 1.50142 -1.07992 0.3 0.1 -0.4
```
Forces are in eV/Å.

Computed properties:
**Orbital gap**: 0.31549 hartree
**ΔE to the lowest compared entry with this formula, charge and spin**: 109.2 kcal/mol
**HOMO level**: -7.6562 eV

Partial charges, Löwdin, in e: atom 1 (C): -0.17, atom 2 (C): -0.04, atom 3 (C): -0.18, atom 4 (C): -0.44, atom 5 (C): 0.07, atom 6 (H): 0.06, atom 7 (H): 0.07, atom 8 (H): 0.08, atom 9 (H): 0.09, atom 10 (H): 0.09, atom 11 (H): 0.06, atom 12 (H): 0.05, atom 13 (H): 0.06, atom 14 (H): 0.06, atom 15 (H): 0.06, atom 16 (N): 0.13, atom 17 (C): -0.33, atom 18 (O): -0.07, atom 19 (H): 0.11, atom 20 (H): 0.10, atom 21 (H): 0.12

---

[2]
The following is a DFT calculation (the ωB97M-V functional and the def2-TZVPD basis) of C3H2F3N3O3 in the gas phase.

```
14
Properties=species:S:1:pos:R:3:forces:R:3
C -1.78222 -0.83859 -0.76808 2.2 4.6 1.5
C 1.20406 0.50703 -0.17503 2.2 0.6 1.3
C 1.34707 -0.94195 0.28870 0.5 -2.1 -1.5
N -2.18930 -1.86222 -0.92908 -2.2 -4.7 -1.2
N -1.14846 0.27489 -0.40613 4.7 0.0 -3.3
N -1.57055 1.26888 0.36708 -1.8 1.1 1.0
O -2.55508 0.99729 1.00703 -0.5 -0.1 0.4
O -0.96523 2.29632 0.34159 0.5 0.7 0.2
O 0.24381 0.69195 -1.12936 -4.5 -1.3 0.8
F 0.41622 -1.34726 1.18628 0.4 0.9 -0.1
F 2.54810 -1.14010 0.80088 0.6 0.5 1.0
F 1.27418 -1.86588 -0.71076 -0.4 0.8 -0.2
H 1.02165 0.97601 0.84186 0.2 0.5 -1.4
H 2.15574 0.98364 -0.71497 -1.8 -1.4 1.5
```
Forces are in eV/Å.

Computed properties:
**Orbital gap**: 0.38656 hartree
**ΔE to the lowest compared entry with this formula, charge and spin**: 47.1 kcal/mol
**HOMO level**: -11.8173 eV
**SMILES string**: N#CN(OCC(F)(F)F)[N+](=O)[O-]

Partial charges, Löwdin, in e: atom 1 (C): -0.23, atom 2 (C): -0.14, atom 3 (C): -0.61, atom 4 (N): 0.24, atom 5 (N): 0.07, atom 6 (N): -0.42, atom 7 (O): 0.13, atom 8 (O): 0.13, atom 9 (O): 0.04, atom 10 (F): 0.14, atom 11 (F): 0.16, atom 12 (F): 0.12, atom 13 (H): 0.15, atom 14 (H): 0.21

---

[3]
The following is a DFT calculation (the ωB97M-V functional and the def2-TZVPD basis) of C2H4Cl2FN in the gas phase.

```
10
Properties=species:S:1:pos:R:3:forces:R:3
C 0.97644 -0.73066 -0.61606 1.6 -2.8 -1.4
C -0.09225 -0.08362 0.16514 -0.2 1.2 -0.7
H 2.57280 -0.78712 0.77904 -0.4 0.0 -1.8
H 2.81726 0.27515 -0.45260 -0.6 -0.8 0.0
H 0.67495 -1.82629 -0.60244 0.5 1.1 0.0
H 0.91160 -0.42988 -1.63678 -0.2 0.2 -0.8
N 2.42380 -0.67126 -0.27122 -0.5 1.3 2.1
F 0.22582 -0.28348 1.41887 -0.4 0.1 2.2
Cl -0.16224 1.71088 -0.15149 -0.1 -0.7 0.2
Cl -1.67780 -0.83417 -0.21633 0.4 0.4 0.2
```
Forces are in eV/Å.

Computed properties:
**Orbital gap**: 0.40684 hartree
**ΔE to the lowest compared entry with this formula, charge and spin**: 1.1 kcal/mol
**HOMO level**: -10.3405 eV
**SMILES string**: NCC(F)(Cl)Cl

Partial charges, Löwdin, in e: atom 1 (C): -0.37, atom 2 (C): -1.26, atom 3 (H): 0.10, atom 4 (H): 0.08, atom 5 (H): 0.12, atom 6 (H): 0.10, atom 7 (N): 0.00, atom 8 (F): -0.01, atom 9 (Cl): 0.60, atom 10 (Cl): 0.65

---

[4]
The following is a DFT calculation (the ωB97M-V functional and the def2-TZVPD basis) of C35H43AsN2O2P2SSm as an isolated structure.

```
87
Properties=species:S:1:pos:R:3:forces:R:3
Sm -1.02332 -0.14240 0.98537 -0.6 -0.1 0.2
C 0.41049 1.74483 -2.17482 0.0 -0.1 0.0
C 0.97657 0.33351 -2.38598 0.0 0.1 0.0
P 1.21435 -0.47351 -0.76050 0.4 -0.2 -0.3
C 1.58815 -2.21128 -1.09159 0.1 0.0 -0.1
C 2.10502 -2.62456 -2.31908 0.0 0.0 0.0
C 2.42058 -3.96176 -2.52945 0.0 0.0 0.0
C 2.22328 -4.89124 -1.51830 0.0 0.0 0.0
C 1.69978 -4.48917 -0.29482 0.0 0.0 0.0
C 1.38218 -3.15746 -0.08837 0.0 0.0 0.1
C 2.73240 0.27959 -0.12090 0.0 0.0 0.1
C 2.62857 1.32264 0.80122 0.0 0.0 0.0
C 3.76443 1.96039 1.27988 0.0 0.0 0.0
C 5.01641 1.54296 0.84772 0.0 0.0 0.0
C 5.12964 0.49754 -0.06124 0.0 0.0 0.0
C 3.99347 -0.13267 -0.54804 0.0 0.0 0.0
C -1.11936 1.74302 -2.10626 0.1 0.1 0.0
P -2.04373 3.17724 -1.32341 -0.1 -0.1 -0.1
C -2.11560 2.49149 0.40613 0.1 0.1 0.0
C -3.35594 1.95824 0.78334 0.0 0.1 0.0
C -3.59096 1.51934 2.08498 0.1 0.1 0.0
C -2.57862 1.58795 3.04185 0.0 0.1 0.0
C -1.34104 2.11910 2.69136 0.1 0.3 -0.1
C -1.09988 2.55110 1.37947 -0.1 0.4 0.1
C -0.85287 4.53938 -1.14483 0.0 0.0 0.1
C -0.05416 4.94827 -2.21195 0.0 0.0 0.0
C 0.71197 6.10112 -2.11557 0.0 0.0 0.0
C 0.67649 6.86862 -0.96118 0.0 0.0 0.0
C -0.15234 6.49722 0.08880 0.0 0.0 0.0
C -0.92067 5.34735 -0.00643 0.1 0.0 0.0
H 0.73203 2.37566 -2.99824 0.0 0.1 0.0
H 0.85063 2.19939 -1.28027 0.0 0.0 0.0
H 1.94845 0.37248 -2.88165 0.0 0.0 0.0
H 0.30588 -0.26838 -3.00408 0.0 0.0 0.0
H 2.27628 -1.91000 -3.11509 0.0 0.0 0.0
H 2.83251 -4.27432 -3.47967 0.0 0.0 0.0
H 2.47623 -5.92997 -1.68243 0.0 0.0 0.0
H 1.53348 -5.21865 0.48650 0.0 0.0 0.0
H 0.95115 -2.85604 0.86314 0.0 0.0 0.0
H 1.65118 1.65312 1.14530 0.0 0.0 0.0
H 3.67813 2.78325 1.97753 0.0 0.0 0.0
H 5.90614 2.03481 1.21732 0.0 0.0 0.0
H 6.10668 0.17533 -0.39492 0.0 0.0 0.0
H 4.09588 -0.95132 -1.25073 0.0 0.0 0.0
H -1.48881 0.85131 -1.56700 0.0 -0.1 -0.1
H -1.53022 1.61594 -3.11023 0.0 0.0 0.0
H -4.17029 1.99609 0.06844 0.0 -0.1 0.0
H -4.58144 1.18783 2.37145 0.0 -0.1 0.0
H -2.77877 1.30950 4.06845 0.0 -0.1 0.0
H -0.58260 2.26403 3.45006 0.0 -0.1 0.0
H -0.17383 3.06956 1.14872 0.0 -0.1 -0.1
H -0.05878 4.40580 -3.14700 0.0 -0.1 0.0
H 1.32064 6.41048 -2.95440 0.0 0.0 0.0
H 1.26900 7.77039 -0.89101 0.0 0.0 0.0
H -0.22101 7.11798 0.97191 0.0 0.0 0.0
H -1.59931 5.10436 0.80415 0.0 0.0 0.0
C 1.42749 0.29521 5.15350 0.0 0.1 0.0
As 1.22414 -1.14414 3.92666 0.0 0.0 -0.1
C 0.62070 -2.67658 4.87465 -0.1 0.0 0.0
C 2.87967 -1.52157 3.07133 0.1 0.0 0.0
O 0.05513 -0.71105 2.73983 0.1 -0.1 -0.2
H 2.26482 0.05612 5.80982 0.0 0.0 0.0
H 0.52040 0.39157 5.74766 0.0 0.0 0.0
H 1.64003 1.21960 4.62026 0.0 0.0 0.0
H 1.34506 -2.88511 5.66252 0.0 0.0 0.0
H 0.55441 -3.52905 4.20156 0.0 0.0 0.0
H -0.35188 -2.46881 5.31674 0.0 0.0 0.0
H 3.55773 -1.91897 3.82751 0.0 0.0 0.0
H 3.29059 -0.60948 2.64084 0.0 0.0 0.0
H 2.72299 -2.26780 2.29488 0.0 0.0 0.0
O -4.26196 -1.69982 1.97758 -0.1 0.0 0.0
C -3.26832 -1.25617 1.71424 -0.3 -0.4 0.5
C -4.98018 -3.36765 -1.28097 0.0 0.0 0.0
N -3.90069 -3.27760 -2.24930 0.0 0.0 0.0
C -4.11314 -3.61883 -3.66751 0.0 0.0 0.0
C -2.70646 -3.47368 -4.27822 0.0 0.0 0.0
N -1.96271 -2.84959 -3.17253 0.0 0.1 -0.1
C -2.67667 -2.84078 -2.04650 0.2 0.1 0.0
S -2.02714 -2.38324 -0.51577 0.1 0.1 0.1
H -5.67269 -2.53334 -1.39793 0.0 0.0 0.0
H -4.56678 -3.37146 -0.27637 0.0 0.0 0.0
H -5.51919 -4.29878 -1.44478 0.0 0.0 0.0
H -4.83409 -2.92800 -4.10461 0.0 0.0 0.0
H -4.50930 -4.62938 -3.74512 0.0 0.0 0.0
H -2.70015 -2.83542 -5.15740 0.0 0.0 0.0
H -2.26723 -4.43634 -4.53540 0.0 0.0 0.0
H -0.95906 -2.76536 -3.15085 0.0 0.0 0.0
```
Forces are in eV/Å.

Computed properties:
**Orbital gap (spin up / spin down)**: 0.21066 / 0.25079 hartree
**2S+1**: 6
**HOMO level (spin up / spin down)**: -15.1774 / -15.1772 eV
**Charge**: +3

Partial charges, Löwdin, in e: atom 1 (Sm): 1.36, atom 2 (C): -0.29, atom 3 (C): -0.31, atom 4 (P): 0.95, atom 5 (C): -0.41, atom 6 (C): -0.09, atom 7 (C): -0.05, atom 8 (C): -0.04, atom 9 (C): -0.05, atom 10 (C): -0.15, atom 11 (C): -0.38, atom 12 (C): -0.14, atom 13 (C): -0.06, atom 14 (C): -0.04, atom 15 (C): -0.04, atom 16 (C): -0.06, atom 17 (C): -0.35, atom 18 (P): 1.12, atom 19 (C): -0.44, atom 20 (C): -0.10, atom 21 (C): -0.09, atom 22 (C): -0.08, atom 23 (C): -0.12, atom 24 (C): -0.20, atom 25 (C): -0.41, atom 26 (C): -0.10, atom 27 (C): -0.05, atom 28 (C): -0.05, atom 29 (C): -0.06, atom 30 (C): -0.11, atom 31 (H): 0.11, atom 32 (H): 0.09, atom 33 (H): 0.10, atom 34 (H): 0.09, atom 35 (H): 0.11, atom 36 (H): 0.12, atom 37 (H): 0.12, atom 38 (H): 0.12, atom 39 (H): 0.07, atom 40 (H): 0.07, atom 41 (H): 0.12, atom 42 (H): 0.12, atom 43 (H): 0.12, atom 44 (H): 0.11, atom 45 (H): 0.02, atom 46 (H): 0.09, atom 47 (H): 0.12, atom 48 (H): 0.14, atom 49 (H): 0.14, atom 50 (H): 0.12, atom 51 (H): 0.11, atom 52 (H): 0.10, atom 53 (H): 0.12, atom 54 (H): 0.12, atom 55 (H): 0.12, atom 56 (H): 0.10, atom 57 (C): -0.17, atom 58 (As): 1.08, atom 59 (C): -0.17, atom 60 (C): -0.15, atom 61 (O): -0.69, atom 62 (H): 0.07, atom 63 (H): 0.06, atom 64 (H): 0.05, atom 65 (H): 0.07, atom 66 (H): 0.06, atom 67 (H): 0.06, atom 68 (H): 0.07, atom 69 (H): 0.04, atom 70 (H): 0.04, atom 71 (O): 0.16, atom 72 (C): -0.18, atom 73 (C): 0.00, atom 74 (N): -0.13, atom 75 (C): -0.06, atom 76 (C): -0.08, atom 77 (N): 0.05, atom 78 (C): -0.70, atom 79 (S): 0.64, atom 80 (H): 0.11, atom 81 (H): 0.06, atom 82 (H): 0.11, atom 83 (H): 0.14, atom 84 (H): 0.14, atom 85 (H): 0.13, atom 86 (H): 0.13, atom 87 (H): 0.13